# 1
The following is a DFT calculation (wB97M-V/def2-TZVPD) of a structure of composition C23H29N5OTi at a distorted geometry.

```
! wB97M-V def2-TZVPD RIJCOSX def2/J DEFGRID3
* xyz 2 3
Ti -0.05515 0.22819 0.21794
C -2.75750 -1.19314 0.85044
C -2.38006 -2.17534 -0.25697
C -0.96244 -2.71225 -0.24202
C -0.72065 -4.03836 -0.57461
C 0.56639 -4.53580 -0.55727
C 1.60264 -3.69637 -0.17203
C 1.30372 -2.39662 0.14948
N 0.04707 -1.88393 0.09431
N -2.15812 0.16413 0.70705
C -2.20779 0.88290 2.02197
C -1.04011 0.47299 2.89667
C -1.13675 0.30934 4.25721
C 0.01238 0.01464 4.98024
C 1.21526 -0.11651 4.31477
C 1.23796 0.02235 2.93921
N 0.12824 0.30877 2.23180
C -2.84218 0.96358 -0.35242
C -2.00611 2.17685 -0.72961
C -2.54901 3.26961 -1.37376
C -1.74299 4.35877 -1.65141
C -0.41360 4.33319 -1.25679
C 0.06614 3.20803 -0.62682
N -0.70573 2.12702 -0.37254
H -2.42859 -1.59182 1.81048
H -3.84345 -1.09116 0.89705
H -2.60709 -1.75385 -1.23998
H -3.04425 -3.03365 -0.15940
H -1.55414 -4.67548 -0.84033
H 0.75971 -5.56846 -0.81985
H 2.62386 -4.04512 -0.10776
H 2.08584 -1.72754 0.48419
H -3.15795 0.71301 2.53158
H -2.12158 1.95058 1.82914
H -2.09346 0.42272 4.75066
H -0.03598 -0.10590 6.05470
H 2.13017 -0.33373 4.84767
H 2.15685 -0.07467 2.37749
H -3.83534 1.27884 -0.02328
H -2.98365 0.33359 -1.22869
H -3.59879 3.27169 -1.63934
H -2.14983 5.22571 -2.15633
H 0.24297 5.17466 -1.43062
H 1.09336 3.14584 -0.29857
C 3.15316 -0.24100 -3.50206
N 2.24900 0.04197 -2.36764
C 0.82475 -0.06345 -2.69539
C 2.68291 0.43986 -1.18686
C 4.13486 0.65891 -0.93477
O 1.88235 0.64310 -0.21700
H 2.59413 -0.81612 -4.23450
H 4.00048 -0.83668 -3.18152
H 3.49800 0.67848 -3.96955
H 0.59501 -1.05867 -3.06616
H 0.55782 0.67634 -3.44847
H 0.20835 0.13101 -1.83122
H 4.73915 0.74436 -1.83173
H 4.50789 -0.17027 -0.32797
H 4.23190 1.56488 -0.33875
*
```

Output
maximum force = 1.66 eV/A
orbital gap (spin up / spin down) = 6.5 / 9.9 eV
energy relative to the best compared isomer or geometry (same formula, charge and spin) = 10.9 kcal per mole
HOMO (spin up / spin down) = -11.8 / -15.3 eV



# 2
The following is a DFT calculation (wB97M-V/def2-TZVPD) of an isolated molecule of C23H29NO7.

```
! wB97M-V def2-TZVPD RIJCOSX def2/J DEFGRID3
* xyz 0 1
C -4.31535 -2.86266 1.95479
C -4.99323 -2.64641 0.60726
C -5.19548 -1.17013 0.26690
H -5.73753 -1.08863 -0.67881
H -5.78950 -0.68985 1.04580
C -3.86814 -0.40009 0.14080
N -3.00244 -0.96575 -0.86735
C -1.79509 -1.48774 -0.55761
O -1.41901 -1.67767 0.57589
C -0.95105 -1.87191 -1.78113
O 0.41292 -1.94555 -1.46182
C 1.03471 -0.82966 -0.98941
C 0.44229 0.41523 -1.01629
C 1.11230 1.55624 -0.56568
C 2.42143 1.46164 -0.11880
C 3.01655 0.19859 -0.08987
C 2.35489 -0.97554 -0.48699
C 3.06716 -2.22371 -0.33648
C 4.35906 -2.21027 0.09565
C 5.02770 -0.96673 0.43475
O 6.17778 -0.86208 0.79780
O 4.29274 0.18006 0.35357
C 5.20069 -3.44027 0.27139
H 6.20095 -3.13174 0.56546
H 4.79575 -4.08606 1.04962
H 5.26605 -4.00822 -0.65502
C 2.38028 -3.51872 -0.62769
H 1.43298 -3.55851 -0.09570
H 2.16391 -3.59774 -1.69103
H 2.99138 -4.36270 -0.32796
C 3.18663 2.68422 0.29938
C 2.48290 3.92800 -0.23301
H 2.88992 4.82812 0.22734
H 2.63876 3.99488 -1.31240
C 0.97290 3.85877 0.02462
C 0.26746 5.06271 -0.60035
H 0.50817 5.13105 -1.65797
H 0.57767 5.97793 -0.10480
H -0.80858 4.94896 -0.50106
C 0.65519 3.77814 1.52119
H -0.42039 3.83564 1.67120
H 1.13005 4.59863 2.05197
H 1.00394 2.83584 1.93528
O 0.41627 2.71110 -0.62889
H 4.20389 2.62398 -0.09114
H 3.26868 2.72043 1.38893
H -0.56198 0.56618 -1.37519
H -1.22246 -2.88736 -2.08807
H -1.13532 -1.18641 -2.61888
H -3.22277 -0.70730 -1.81835
C -4.17384 1.03828 -0.23841
O -3.99468 1.49586 -1.33574
O -4.69664 1.73031 0.77058
H -4.90188 2.63902 0.49631
H -3.33237 -0.42429 1.09418
H -4.39914 -3.12034 -0.17645
H -5.97570 -3.12378 0.61414
H -4.32766 -3.91907 2.21109
H -4.83495 -2.31456 2.73767
H -3.27881 -2.53833 1.92484
*
```

Output
maximum force = 0.98 eV/A
orbital gap = 8.2 eV
SMILES = CCC[C@@H](NC(=O)COc1cc2c(c3oc(=O)c(C)c(C)c13)CCC(C)(C)O2)C(=O)O
energy relative to the best compared isomer or geometry (same formula, charge and spin) = 1.4 kcal per mole
HOMO = -7.8 eV



# 3
The following is a DFT calculation (wB97M-V/def2-TZVPD) of a structure of composition C23H30AsN4O3RuSSi2 at a distorted geometry.

```
! wB97M-V def2-TZVPD RIJCOSX def2/J DEFGRID3
* xyz 0 6
Ru 8.53635 13.00745 10.39944
O 12.24510 13.60521 8.92311
C 11.13377 13.78237 9.41822
N 10.49041 13.00902 10.35805
C 11.14230 12.21765 11.35124
O 12.33350 11.96096 11.34015
C 10.18502 11.83365 12.37826
C 10.55699 11.02164 13.44693
C 9.67356 10.82288 14.47236
C 8.37264 11.42957 14.41207
C 8.02369 12.15567 13.28812
N 8.89222 12.37801 12.26342
C 10.28539 14.94843 8.96540
C 10.65465 15.72368 7.87784
C 9.81341 16.74836 7.51125
C 8.66054 17.00943 8.24661
C 8.38889 16.20665 9.33649
N 9.16195 15.18980 9.66048
H 11.54616 10.59334 13.47977
H 9.95572 10.18874 15.30290
H 7.63836 11.28796 15.19277
H 7.03781 12.58934 13.19746
H 11.55469 15.43567 7.35958
H 10.03119 17.34578 6.63452
H 7.99417 17.80676 7.97420
H 7.48420 16.32499 9.92426
O 8.16106 13.02715 8.27012
N 7.10338 13.73180 7.88779
C 7.09262 14.17073 6.60562
C 6.04508 14.89903 6.12847
C 4.97160 15.16479 6.97579
C 5.01428 14.72406 8.27547
C 6.10255 13.99684 8.75989
S 6.19549 13.41846 10.39140
H 7.97376 13.88362 6.05197
H 6.05548 15.22185 5.10947
H 4.13260 15.74258 6.63643
H 4.20262 14.93242 8.94840
C 5.98035 7.89274 9.47836
Si 7.51202 8.29532 10.43898
C 7.17297 8.62877 12.21130
C 8.70861 6.86829 10.26980
As 8.39455 10.38518 9.62618
Si 8.80493 10.17238 7.28277
C 7.24290 10.62479 6.36232
C 10.29401 11.18221 6.86833
C 9.19159 8.39039 6.91744
H 5.53313 6.99724 9.92132
H 6.19842 7.67094 8.43709
H 5.24399 8.69338 9.51064
H 6.60808 7.79065 12.63655
H 6.57856 9.53563 12.33072
H 8.10908 8.75022 12.77409
H 8.19953 5.99979 10.71853
H 9.64223 7.01054 10.82991
H 8.92810 6.61625 9.23167
H 6.44389 11.01211 7.00316
H 6.86036 9.73304 5.86396
H 7.42263 11.35978 5.58899
H 10.26630 12.21477 7.20731
H 10.38282 11.17454 5.77272
H 11.18584 10.70921 7.26949
H 8.33382 7.74572 7.10724
H 10.03576 7.99910 7.49686
H 9.43100 8.28692 5.85356
*
```

Output
maximum force = 1.43 eV/A
orbital gap (spin up / spin down) = 4.7 / 7.0 eV
energy relative to the best compared isomer or geometry (same formula, charge and spin) = 0.0 kcal per mole
HOMO (spin up / spin down) = -4.9 / -8.4 eV



# 4
The following is a DFT calculation (wB97M-V/def2-TZVPD) of a structure of composition C23H30BLiN8OS3 at a distorted geometry.

```
! wB97M-V def2-TZVPD RIJCOSX def2/J DEFGRID3
* xyz -2 1
Li -0.04742 0.26745 -0.04898
C -2.67786 2.02696 1.83929
C -1.31633 2.61107 1.64672
C -0.89627 3.95080 1.77206
C 0.45877 3.93067 1.49337
C 1.42993 5.06682 1.51518
N 0.79513 2.65247 1.22357
N -0.28580 1.85203 1.32046
B 2.17342 2.01638 0.88701
N 2.27416 0.66197 1.63027
N 1.45302 -0.37292 1.32918
C 1.82372 -1.40386 2.06067
C 1.10907 -2.71151 1.94709
C 2.91773 -1.03686 2.87837
C 3.16805 0.28544 2.57260
C 4.19264 1.20687 3.15317
N 2.30715 1.75042 -0.63585
N 1.81835 0.60649 -1.15677
C 2.09095 0.60675 -2.44842
C 1.69278 -0.53558 -3.32304
C 2.78620 1.78636 -2.78442
C 2.89855 2.48939 -1.59942
C 3.53241 3.82398 -1.37216
H -3.27704 2.65076 2.50450
H -2.59588 1.02178 2.25029
H -3.19564 1.92846 0.88272
H -1.49091 4.81530 2.02448
H 0.95585 5.94555 1.95190
H 1.76820 5.32435 0.51032
H 2.31291 4.81294 2.10362
H 3.05380 2.75500 1.24656
H 0.32325 -2.62674 1.19670
H 0.64300 -2.99526 2.89217
H 1.79497 -3.51093 1.65867
H 3.45030 -1.64617 3.59203
H 4.75850 0.68198 3.92258
H 3.71897 2.08262 3.60097
H 4.88520 1.56084 2.38697
H 0.70807 -0.90474 -3.02960
H 2.40190 -1.36102 -3.22454
H 1.66143 -0.22707 -4.36935
H 3.15481 2.09107 -3.75215
H 4.16533 4.07674 -2.22271
H 4.13955 3.82367 -0.46604
H 2.77449 4.60364 -1.26990
S -2.36535 -1.25010 0.28123
C -2.24773 -2.44028 -0.95712
S -1.93044 -2.08847 -2.61468
C -2.43668 -3.80053 -0.61853
C -2.41327 -4.84101 -1.58234
N -2.42617 -5.73577 -2.31715
C -2.64240 -4.23790 0.71466
N -2.80309 -4.67101 1.77638
O -0.84585 1.16584 -1.45792
S -2.20240 1.13734 -2.09337
C -1.84528 1.47426 -3.86436
C -1.19719 2.84401 -3.88090
C -2.21072 3.74828 -3.18558
C -2.63406 3.00118 -1.91951
H -2.80642 1.46236 -4.38775
H -1.21339 0.67168 -4.23392
H -0.94984 3.19166 -4.88887
H -0.27509 2.79063 -3.29590
H -3.07095 3.87926 -3.85128
H -1.79913 4.74158 -2.98159
H -3.70572 3.07556 -1.72267
H -2.07847 3.32400 -1.03896
*
```

Output
maximum force = 1.36 eV/A
orbital gap = 5.1 eV
energy relative to the best compared isomer or geometry (same formula, charge and spin) = 9.4 kcal per mole
HOMO = -1.0 eV



# 5
The following is a DFT calculation (wB97M-V/def2-TZVPD) of a structure of composition C23H30BN6O5Ru at a distorted geometry.

```
! wB97M-V def2-TZVPD RIJCOSX def2/J DEFGRID3
* xyz 0 6
Ru 10.97890 -8.23636 6.81185
O 11.84513 -9.49933 10.69649
C 12.20752 -9.14802 9.59504
O 11.54279 -9.54167 8.46172
C 13.49427 -8.43222 9.20781
C 14.08668 -9.02795 7.98241
C 15.51651 -8.53608 7.74173
C 15.41269 -7.04895 7.45846
C 13.89066 -6.81107 7.45626
O 13.33812 -8.15398 6.90202
C 13.32894 -6.91006 8.85479
C 11.97636 -6.29285 8.89054
O 11.47153 -5.70803 9.83494
O 11.34863 -6.39311 7.67206
H 14.20405 -8.45916 10.01666
H 13.97034 -10.09754 7.78866
H 16.15947 -8.72810 8.62998
H 15.98693 -9.09729 6.93850
H 15.90667 -6.41661 8.19604
H 15.82336 -6.80994 6.48076
H 13.57960 -5.96845 6.83776
H 13.93899 -6.31969 9.54121
C 13.91876 -8.80634 4.20539
C 12.46099 -8.88645 3.88389
C 11.90080 -9.15874 2.62676
C 10.50473 -9.21538 2.82320
C 9.46027 -9.47250 1.79243
N 10.26212 -8.90220 4.11832
N 11.44851 -8.69850 4.73864
B 8.87975 -8.82974 4.85845
N 8.74113 -9.91814 5.99829
N 9.54601 -9.87301 7.07968
C 9.26976 -10.92832 7.91281
C 9.83649 -11.19106 9.28218
C 8.23606 -11.63541 7.31875
C 7.94302 -10.98961 6.08568
C 6.99717 -11.40274 5.00511
N 8.59563 -7.41491 5.43308
N 9.33185 -6.98005 6.46309
C 8.87015 -5.72333 6.84863
C 9.08833 -5.06388 8.17398
C 7.92770 -5.31724 5.89512
C 7.77991 -6.41393 5.01613
C 6.83939 -6.54825 3.86850
H 14.47637 -8.97995 3.29888
H 14.13228 -9.60713 4.94542
H 14.19969 -7.84185 4.60308
H 12.48463 -9.26107 1.75095
H 9.81838 -9.18076 0.77377
H 8.54003 -8.90867 2.00683
H 9.20274 -10.58637 1.75964
H 7.97039 -9.12559 4.14558
H 9.51733 -10.43240 9.97406
H 10.92847 -11.16657 9.26935
H 9.42956 -12.19217 9.56919
H 7.81583 -12.53354 7.73244
H 6.65259 -12.45442 5.11945
H 7.44760 -11.28701 3.99745
H 6.07420 -10.73986 5.01658
H 9.13818 -5.84447 8.96464
H 8.21439 -4.36905 8.32092
H 10.03580 -4.46434 8.15290
H 7.47441 -4.34510 5.85863
H 6.16695 -5.66721 3.78816
H 6.27187 -7.49856 3.95960
H 7.45331 -6.61761 2.90977
*
```

Output
maximum force = 3.11 eV/A
orbital gap (spin up / spin down) = 8.2 / 7.8 eV
HOMO (spin up / spin down) = -7.7 / -8.7 eV



# 6
The following is a DFT calculation (wB97M-V/def2-TZVPD) of a structure of composition C23H30Br36N2O6PS at a distorted geometry.

```
! wB97M-V def2-TZVPD RIJCOSX def2/J DEFGRID3
* xyz 1 1
C 3.03497 -0.57251 2.75137
O 2.55105 0.35323 3.73181
C 2.22196 1.60430 3.10735
C 0.70826 1.46343 2.60889
C -0.11642 2.76745 2.93008
C -1.61220 2.52098 3.39047
C -2.28683 1.27496 2.72647
C -2.86426 1.47602 1.38214
N -3.48334 0.47136 0.76733
N -3.53684 -0.66974 1.40418
S -4.36006 -1.95226 0.50493
C -3.08170 -1.05620 2.62659
C -3.30269 -2.49145 3.20042
C -4.79503 -2.68787 3.67605
O -5.06455 -3.68926 4.24100
O -5.75317 -1.70650 3.42713
C -2.35212 -0.02350 3.40096
P -1.61382 -0.38068 5.05085
O -0.82071 -1.63876 5.06120
O -0.53804 0.82790 5.57465
O -2.83151 -0.62828 6.23944
H 2.99759 -1.59561 3.20720
H 2.35140 -0.60669 1.85610
H 4.07751 -0.34726 2.40702
H 2.33900 2.43008 3.85195
H 2.94035 1.79491 2.27125
H 0.30684 0.55891 3.11881
H 0.75662 1.35335 1.49261
H 0.40921 3.29907 3.76949
H -0.10613 3.48015 2.06141
H -1.75955 2.54770 4.51216
H -2.21131 3.39650 3.00076
H -2.78959 2.46234 0.87638
H -3.40411 -2.26034 -0.44558
H -2.68524 -2.63016 4.13281
H -2.99304 -3.29649 2.49958
H -6.43421 -2.17597 2.90558
H 0.32205 0.38258 5.73412
H -2.97699 0.27166 6.60940
C -1.64679 -1.38230 -4.33194
Br -0.21284 -1.37841 -5.62359
Br -2.21914 -3.17817 -3.89000
Br -1.18244 -0.37676 -2.74624
H -2.49260 -0.88350 -4.79254
C 2.79622 -0.55546 -8.35370
Br 2.99031 -2.10454 -7.20905
Br 1.75021 -0.95458 -9.92824
Br 2.09462 0.96774 -7.39260
H 3.78871 -0.28411 -8.69303
C -7.52605 -5.43325 1.89280
Br -8.52698 -3.80328 1.58149
Br -8.64509 -6.83343 2.60854
Br -6.58149 -6.00530 0.30458
H -6.77687 -5.20791 2.64503
C -1.20676 7.22598 2.16530
Br -1.66248 5.73656 1.01124
Br -0.21569 6.65362 3.72450
Br -0.28227 8.62032 1.20026
H -2.14021 7.64976 2.52006
C -4.09782 4.62793 5.98583
Br -3.96595 5.53827 4.28506
Br -3.10882 2.95882 5.98571
Br -3.57547 5.76315 7.45505
H -5.14369 4.38011 6.13057
C 1.08399 4.16042 -10.45513
Br 2.92524 3.67960 -10.11095
Br -0.14524 2.81979 -9.79677
Br 0.66123 5.91827 -9.77047
H 0.96268 4.20090 -11.53173
C -0.53042 0.19349 9.53081
Br -1.68649 -0.68533 10.80888
Br -1.34798 0.30630 7.77224
Br 0.05844 1.92484 10.16775
H 0.35505 -0.42438 9.42586
C 6.04897 -5.02756 -7.35831
Br 4.69000 -5.84212 -6.24802
Br 5.47435 -4.87253 -9.19774
Br 6.63922 -3.33171 -6.64204
H 6.90647 -5.69091 -7.34801
C 3.86848 7.38646 1.81488
Br 5.03966 7.50686 0.28260
Br 3.47897 5.54812 2.27674
Br 4.55712 8.37308 3.32687
H 2.92811 7.84889 1.53444
C 1.61534 -2.99348 -0.66857
Br 3.22737 -3.63946 0.17597
Br 0.45429 -2.10987 0.61178
Br 2.01739 -1.88462 -2.20238
H 1.07794 -3.86193 -1.03491
C 7.67059 -1.24185 -10.78039
Br 7.43655 -0.27283 -12.43604
Br 6.15112 -1.02389 -9.60086
Br 8.07758 -3.10602 -11.08832
H 8.52783 -0.80902 -10.27715
C 1.71444 -7.84716 -3.98590
Br 0.47136 -9.28007 -3.61700
Br 0.81907 -6.13593 -4.11502
Br 3.16388 -7.80543 -2.70562
H 2.15344 -8.04948 -4.95690
*
```

Output
maximum force = 6.82 eV/A
orbital gap = 6.7 eV
HOMO = -11.2 eV